A) C2H6N4OS | ωB97M-V with the def2-TZVPD basis set

## Properties
- Multiplicity: 1
- SMILES string: [H]/N=C\N(N)C(=O)NS
- Highest occupied orbital energy: -9.887 eV
- Molecular weight: 134.2 g mol⁻¹
- Lowest unoccupied orbital energy: 0.26 eV
- Kohn-Sham gap: 10.14 eV

Last column: Mulliken charge in e.
Atoms and positions in Å:
C 1.555 -0.863 0.358  0.273
C -0.448 0.180 -0.908  0.300
H 1.472 0.274 -2.608  0.299
H 1.846 1.461 -1.334  0.263
H 2.668 -0.594 0.273  0.364
H 0.008 -1.615 1.346  0.274
H -2.289 -0.396 -0.337  0.367
H -0.997 -0.457 2.580  0.171
N 1.814 0.422 -1.604  -0.850
N 0.917 -0.133 -0.745  0.321
N 1.049 -1.605 1.269  -0.695
N -1.321 -0.357 0.130  -0.354
O -1.013 0.948 -1.867  -0.621
S -1.154 0.597 1.561  -0.111

=====

B) C2H6N4OS | ωB97M-V with the def2-TZVPD basis set

## Properties
- Multiplicity: 1
- SMILES string: N/N=C(\NN)C(=O)S
- Highest occupied orbital energy: -9.243 eV
- Molecular weight: 134.2 g mol⁻¹
- Lowest unoccupied orbital energy: 0.10 eV
- Kohn-Sham gap: 9.34 eV

Last column: Mulliken charge in e.
Atoms and positions in Å:
C 0.209 0.155 -0.337  0.262
C -0.420 0.498 1.056  0.516
H 3.028 0.032 -0.382  0.258
H 2.467 -0.055 -1.921  0.314
H 1.291 1.719 -0.088  0.378
H 0.203 -0.432 -2.846  0.291
H -0.366 -1.982 -2.418  0.281
H -1.465 -1.590 0.683  0.197
N 2.579 0.691 -1.146  -0.614
N 1.171 0.985 -0.914  -0.241
N -0.241 -0.908 -0.874  -0.259
N 0.299 -1.305 -2.144  -0.717
O -0.239 1.459 1.674  -0.447
S -1.789 -0.595 1.551  -0.217

=====

C) C2H6N4OS | ωB97M-V with the def2-TZVPD basis set

## Properties
- Multiplicity: 1
- SMILES string: [H]/N=C(N)/C(=N/S)NO
- Highest occupied orbital energy: -8.301 eV
- Molecular weight: 134.2 g mol⁻¹
- Lowest unoccupied orbital energy: 0.83 eV
- Kohn-Sham gap: 9.13 eV

Last column: Mulliken charge in e.
Atoms and positions in Å:
C 1.285 -0.132 -0.040  0.185
C -0.219 0.102 -0.158  0.505
H 0.812 -2.067 0.298  0.299
H 2.472 -1.770 0.443  0.265
H 2.987 0.764 -0.072  0.245
H 0.186 2.082 0.179  0.304
H -2.211 2.112 -0.566  0.370
H -2.855 -2.128 0.095  0.146
N 1.606 -1.504 -0.031  -0.468
N 1.992 0.913 -0.055  -0.619
N -0.549 1.478 -0.227  -0.218
N -1.002 -0.919 -0.059  -0.449
O -1.823 1.834 0.255  -0.419
S -2.680 -0.764 -0.063  -0.147

=====

Going by the computed energies, the most stable comes first: C), A), B).

=====

A) C9H13N4 | ωB97M-V with the def2-TZVPD basis set

## Properties
- Net charge: +1
- Multiplicity: 1
- Highest occupied orbital energy: -12.380 eV
- Molecular weight: 177.2 g mol⁻¹
- Lowest unoccupied orbital energy: -3.40 eV
- Kohn-Sham gap: 8.98 eV

Last column: Mulliken charge in e.
Atoms and positions in Å:
C 3.371 1.162 0.168  -0.348
C 2.478 1.440 -0.874  -0.588
C 3.260 -0.091 0.840  -0.489
C 1.369 0.614 -1.012  -0.221
C 2.126 -0.844 0.736  -0.503
C 1.211 -0.542 -0.255  0.535
C -0.053 -1.215 -0.567  -0.046
C -1.820 -0.055 -0.822  0.420
C -3.161 1.286 0.465  -0.921
N -0.169 -2.509 -0.566  -0.267
N -2.411 -0.187 -1.861  -0.401
N -1.984 0.385 0.424  0.207
N -1.405 -0.288 1.500  -0.591
H 4.397 1.689 0.355  0.286
H 2.507 2.451 -1.335  0.340
H 4.027 -0.372 1.587  0.341
H 0.539 0.856 -1.635  0.412
H 1.886 -1.597 1.377  0.549
H -3.506 1.361 -0.570  0.296
H -3.939 0.786 1.151  0.303
H -2.865 2.192 0.956  0.338
H 0.614 -3.157 -0.510  0.277
H -2.621 -0.116 -2.823  0.252
H -2.160 -0.554 2.221  0.282
H -0.971 -2.985 -0.966  0.280
H -0.718 0.290 2.016  0.256

=====

B) C9H13N4 | ωB97M-V with the def2-TZVPD basis set

## Properties
- Net charge: +1
- Multiplicity: 1
- SMILES string: [H]/N=C1/c2nccnc2CC[C@@]1(C)[NH3+]
- Highest occupied orbital energy: -12.986 eV
- Molecular weight: 177.2 g mol⁻¹
- Lowest unoccupied orbital energy: -3.78 eV
- Kohn-Sham gap: 9.20 eV

Last column: Mulliken charge in e.
Atoms and positions in Å:
C 1.354 3.365 0.640  -0.340
C 0.524 3.716 -0.443  -0.265
C 0.419 1.218 0.570  0.447
C -0.219 1.548 -0.562  0.646
C 0.380 -0.079 1.222  0.470
C -1.157 0.483 -1.245  -1.054
C -0.431 -0.851 -1.353  -1.160
C -0.127 -1.383 0.029  0.168
C -1.330 -2.065 0.571  -1.469
N 1.291 2.131 1.207  -0.508
N -0.198 2.757 -1.112  -0.643
N 0.853 -0.336 2.362  -0.609
N 0.984 -2.407 -0.110  0.015
H 1.860 4.168 1.228  0.366
H 0.382 4.661 -0.906  0.473
H -1.983 0.422 -0.506  0.329
H -1.568 0.841 -2.077  0.494
H -1.026 -1.597 -1.809  0.471
H 0.496 -0.782 -1.923  0.581
H -1.685 -2.681 -0.232  0.537
H -2.247 -1.380 0.799  0.303
H -1.137 -2.646 1.525  0.352
H 0.827 -1.295 2.772  0.285
H 0.661 -3.329 -0.267  0.351
H 1.597 -2.278 0.604  0.386
H 1.481 -2.199 -0.984  0.373

=====

Going by the computed energies, the most stable comes first: B), A).

=====

A) C26H40IrN4P2SSb | ωB97M-V with the def2-TZVPD basis set

## Properties
- Net charge: +3
- Multiplicity: 6
- Highest occupied orbital energy (spin up / spin down): -15.809 / -17.228 eV
- Molecular weight: 816.6 g mol⁻¹
- Lowest unoccupied orbital energy (spin up / spin down): -7.63 / -11.50 eV
- Kohn-Sham gap (spin up / spin down): 8.18 / 5.73 eV

Last column: Mulliken charge in e.
Atoms and positions in Å:
Ir 1.976 -0.844 -1.119  0.743
C 3.463 2.032 0.338  -1.268
P 2.142 1.535 -0.795  0.944
C 0.703 2.503 -0.269  -0.969
C 2.586 2.207 -2.418  0.335
C 2.928 3.555 -2.521  -0.753
C 3.271 4.102 -3.747  -0.911
C 3.281 3.304 -4.884  -0.856
C 2.944 1.963 -4.794  -0.683
C 2.586 1.405 -3.567  0.507
P 2.105 -0.338 -3.487  0.868
C 0.472 -0.414 -4.273  -1.237
C 3.186 -1.256 -4.610  -1.283
H 3.601 3.113 0.312  0.454
H 4.398 1.548 0.054  0.366
H 3.204 1.731 1.354  0.407
H 0.964 3.562 -0.280  0.525
H 0.416 2.220 0.745  0.097
H -0.133 2.335 -0.947  0.381
H 2.932 4.192 -1.644  0.293
H 3.534 5.149 -3.817  0.438
H 3.554 3.727 -5.842  0.433
H 2.971 1.355 -5.690  0.320
H 0.520 0.081 -5.245  0.475
H -0.280 0.084 -3.661  0.314
H 0.184 -1.456 -4.421  0.390
H 3.050 -0.905 -5.633  0.475
H 2.922 -2.313 -4.571  0.419
H 4.229 -1.137 -4.319  0.399
C -4.171 2.109 3.333  -1.159
C -3.447 2.117 1.995  0.233
C -4.347 2.279 0.781  -1.324
Sb -2.327 0.231 1.801  0.374
C -3.585 -1.539 1.521  0.235
C -2.817 -2.763 2.003  -1.269
C -4.917 -1.310 2.225  -1.277
C -1.082 -0.072 3.561  0.158
C -0.235 1.174 3.789  -1.175
C -1.948 -0.446 4.763  -1.159
H -4.687 3.070 3.438  0.488
H -3.496 2.023 4.182  0.282
H -4.932 1.332 3.393  0.242
H -2.629 2.837 1.984  0.416
H -5.160 1.552 0.772  0.271
H -3.806 2.219 -0.163  0.378
H -4.807 3.270 0.825  0.442
H -3.709 -1.555 0.438  0.445
H -2.726 -2.791 3.088  0.268
H -1.815 -2.833 1.570  0.242
H -3.365 -3.661 1.705  0.474
H -4.800 -1.175 3.302  0.289
H -5.543 -2.195 2.078  0.476
H -5.467 -0.464 1.816  0.303
H -0.459 -0.916 3.259  0.445
H -0.848 2.052 4.000  0.325
H 0.416 1.399 2.942  0.101
H 0.403 1.017 4.663  0.481
H -2.585 0.377 5.083  0.210
H -1.286 -0.685 5.601  0.468
H -2.570 -1.322 4.590  0.254
N 0.095 -1.851 -0.968  -0.328
C -0.442 -2.828 -1.247  0.377
C -1.106 -4.042 -1.594  0.632
C -0.429 -5.240 -1.295  -0.063
N 0.189 -6.178 -1.016  -0.218
C -2.342 -4.003 -2.255  -0.011
N -3.353 -3.928 -2.813  -0.227
S 5.186 -3.614 0.706  -0.012
C 4.324 -2.750 1.901  -0.277
C 3.425 -1.923 1.324  -0.548
N 3.422 -1.981 -0.062  0.004
C 4.313 -2.845 -0.506  -0.135
H 4.524 -2.884 2.952  0.439
H 2.752 -1.256 1.839  0.403
H 4.481 -3.049 -1.554  0.406

=====

B) C26H40IrN4P2SSb | ωB97M-V with the def2-TZVPD basis set

## Properties
- Net charge: +3
- Multiplicity: 6
- Highest occupied orbital energy (spin up / spin down): -15.589 / -17.358 eV
- Molecular weight: 816.6 g mol⁻¹
- Lowest unoccupied orbital energy (spin up / spin down): -7.70 / -11.56 eV
- Kohn-Sham gap (spin up / spin down): 7.89 / 5.79 eV

Last column: Mulliken charge in e.
Atoms and positions in Å:
Ir 1.443 -0.249 0.239  0.698
C 4.664 -1.019 -1.185  -1.292
P 3.845 0.077 -0.004  1.131
C 4.813 -0.002 1.524  -1.350
C 4.048 1.757 -0.635  0.343
C 5.318 2.187 -1.021  -0.879
C 5.511 3.486 -1.464  -0.866
C 4.440 4.369 -1.511  -0.873
C 3.174 3.950 -1.135  -0.841
C 2.964 2.640 -0.704  0.397
P 1.305 2.119 -0.194  1.264
C 0.146 2.888 -1.351  -1.026
C 1.046 2.996 1.374  -1.323
H 5.744 -0.879 -1.132  0.480
H 4.321 -0.795 -2.194  0.406
H 4.436 -2.060 -0.953  0.392
H 5.840 0.312 1.331  0.465
H 4.824 -1.022 1.912  0.429
H 4.379 0.663 2.271  0.412
H 6.167 1.515 -0.973  0.354
H 6.498 3.812 -1.766  0.435
H 4.592 5.388 -1.841  0.442
H 2.356 4.659 -1.178  0.352
H 0.204 3.973 -1.263  0.605
H -0.871 2.577 -1.113  0.038
H 0.387 2.595 -2.372  0.453
H 1.234 4.059 1.218  0.479
H 1.743 2.629 2.129  0.364
H 0.025 2.858 1.733  0.358
C -5.749 -0.225 0.374  -1.140
C -4.542 0.643 0.709  0.170
C -4.597 2.063 0.158  -1.300
Sb -2.741 -0.290 -0.093  0.255
C -2.604 0.169 -2.202  0.202
C -1.345 -0.440 -2.809  -0.977
C -3.884 -0.274 -2.911  -1.328
C -2.616 -2.415 0.311  1.307
C -2.803 -2.611 1.813  -1.430
C -3.614 -3.183 -0.553  -1.221
H -6.625 0.211 0.863  0.473
H -5.658 -1.242 0.753  0.312
H -5.959 -0.256 -0.694  0.218
H -4.329 0.635 1.778  0.466
H -4.808 2.077 -0.912  0.287
H -3.683 2.626 0.352  0.347
H -5.410 2.601 0.653  0.465
H -2.537 1.258 -2.196  0.390
H -1.460 -1.519 -2.937  0.360
H -0.451 -0.246 -2.212  -0.065
H -1.178 -0.014 -3.801  0.523
H -4.004 -1.357 -2.910  0.242
H -3.829 0.046 -3.955  0.477
H -4.779 0.179 -2.488  0.335
H -1.590 -2.641 0.013  -0.624
H -3.814 -2.353 2.134  0.311
H -2.096 -2.024 2.402  0.347
H -2.650 -3.664 2.062  0.456
H -4.646 -2.912 -0.338  0.251
H -3.512 -4.249 -0.330  0.470
H -3.431 -3.057 -1.619  0.347
N 0.781 -0.444 2.289  -0.359
C 0.801 -0.562 3.433  0.414
C 0.804 -0.709 4.857  0.486
C 1.922 -0.226 5.555  -0.052
N 2.850 0.214 6.087  -0.220
C -0.290 -1.318 5.484  -0.035
N -1.201 -1.843 5.967  -0.196
S 1.721 -4.831 0.160  -0.003
C 1.260 -4.314 -1.397  -0.275
C 1.052 -2.977 -1.407  -0.975
N 1.257 -2.368 -0.184  0.483
C 1.621 -3.251 0.728  -0.229
H 1.174 -5.007 -2.220  0.467
H 0.765 -2.385 -2.262  0.414
H 1.836 -2.997 1.755  0.304

=====

Going by the computed energies, the most stable comes first: A), B).

=====

A) CH3I3Si | ωB97M-V with the def2-TZVPD basis set

## Properties
- Multiplicity: 1
- Highest occupied orbital energy: -9.472 eV
- Molecular weight: 423.8 g mol⁻¹
- Lowest unoccupied orbital energy: -1.20 eV
- Kohn-Sham gap: 8.27 eV

Last column: Mulliken charge in e.
Atoms and positions in Å:
C -0.069 0.497 -0.881  -0.632
Si 0.089 -0.470 0.919  0.493
I 0.182 -0.918 -2.514  0.152
I -2.202 1.087 -0.661  0.095
I 1.187 2.215 -0.919  0.182
H 1.352 -1.001 1.316  -0.140
H -0.194 0.444 2.054  -0.067
H -0.345 -1.854 0.686  -0.083

=====

B) CH3I3Si | ωB97M-V with the def2-TZVPD basis set

## Properties
- Multiplicity: 1
- Highest occupied orbital energy: -8.630 eV
- Molecular weight: 423.8 g mol⁻¹
- Lowest unoccupied orbital energy: -2.28 eV
- Kohn-Sham gap: 6.35 eV

Last column: Mulliken charge in e.
Atoms and positions in Å:
C 0.490 -0.009 -0.014  -0.812
Si 2.251 0.652 -0.083  0.269
I 2.862 2.034 1.853  0.030
I 3.616 -2.503 0.426  -0.363
I 2.939 1.428 -2.281  0.040
H 0.706 -1.055 0.148  0.218
H -0.078 0.313 0.808  0.322
H -0.111 -0.003 -0.962  0.296

=====

Going by the computed energies, the most stable comes first: B), A).